Entry from OMol25: a 6-piece molecular cluster, C29H54ClNO15 overall in a non-equilibrium geometry (the ωB97M-V functional and the def2-TZVPD basis).

Computed properties:
HOMO energy ... -9.209 eV
SMILES ... CC(=O)NCCCCOC(=O)OCC(=O)Cl.CCOC(C)=O.CCOC(C)=O.CCOC(C)=O.CCOC(C)=O.CCOC(C)=O
Total energy ... -75671.063 eV

ORCA input file:
```
! wB97M-V def2-TZVPD RIJCOSX def2/J DEFGRID3
* xyz 0 1
C -2.38336 -4.92241 0.22567
C -1.99978 -5.36037 -1.25765
O -2.66095 -6.31259 -1.76604
N -0.94826 -4.76298 -2.09664
C 0.20513 -4.23836 -1.29271
C -0.00233 -2.62960 -1.20093
C 1.05147 -2.02110 -0.16507
C 1.19690 -0.40645 -0.26604
O 0.20945 0.30621 0.52364
C -0.90663 0.68856 -0.23381
O -0.90866 1.11344 -1.40010
O -2.17191 0.63782 0.44448
C -2.84813 -0.61032 0.20385
C -3.40806 -0.76823 -1.30359
O -3.38566 -1.82947 -1.94366
Cl -4.12844 0.74402 -2.07142
H -1.88520 -5.66376 0.95142
H -2.06036 -3.87038 0.51518
H -3.51475 -5.02849 0.41496
H -1.39244 -3.93858 -2.54692
H 0.31709 -4.73177 -0.26603
H 1.18364 -4.49927 -1.87019
H 0.12922 -2.22790 -2.27071
H -1.09687 -2.47032 -0.93023
H 0.91270 -2.34874 0.91607
H 2.08653 -2.42346 -0.48767
H 2.21684 -0.18123 0.22763
H 1.29605 -0.06057 -1.34493
H -2.25911 -1.52853 0.55370
H -3.79478 -0.59027 0.86690
O 1.75708 -4.10418 -3.55378
C 1.96479 -3.48869 -4.58005
O 2.92772 -2.54672 -4.62273
C 3.39030 -1.91496 -5.82710
C 2.52467 -0.72411 -6.18426
C 1.09524 -3.69184 -5.78669
H 3.47002 -2.63695 -6.64380
H 4.40605 -1.57091 -5.61974
H 1.49364 -1.02198 -6.38628
H 2.91676 -0.21482 -7.06703
H 2.49218 -0.01435 -5.35441
H 0.20394 -3.06889 -5.69660
H 0.79787 -4.74207 -5.82344
H 1.59635 -3.48464 -6.72973
O -4.34999 -0.51475 3.71980
C -3.57130 0.34496 4.07656
O -3.86582 1.11869 5.13777
C -2.93321 2.00927 5.76812
C -2.90666 3.35499 5.07624
C -2.32298 0.62860 3.29366
H -1.94141 1.55484 5.83634
H -3.28415 2.13899 6.79451
H -2.57293 3.26754 4.04047
H -2.23811 4.04263 5.59769
H -3.90932 3.79044 5.05101
H -2.55914 1.30616 2.47571
H -1.95172 -0.31364 2.88518
H -1.51384 1.03957 3.88963
O -0.31839 2.69263 2.90982
C 0.45888 3.55395 3.26204
O 0.16520 4.32918 4.32051
C 1.09375 5.22972 4.94431
C 1.09930 6.57442 4.24621
C 1.70595 3.83720 2.47551
H 2.09010 4.78459 5.00865
H 0.74793 5.36002 5.97223
H 1.42628 6.48768 3.20801
H 1.76364 7.27190 4.76103
H 0.09236 6.99766 4.22602
H 1.46630 4.51380 1.65383
H 2.07754 2.89415 2.06845
H 2.51659 4.25225 3.07045
O 8.96054 -4.58459 -2.69895
C 7.89107 -5.05415 -3.01475
O 6.76933 -4.32114 -2.88105
C 5.49052 -4.69858 -3.41448
C 4.74607 -5.59894 -2.45481
C 7.77737 -6.48233 -3.46656
H 5.59381 -5.13835 -4.41040
H 4.92668 -3.77216 -3.54334
H 5.28026 -6.53613 -2.28289
H 3.75206 -5.83337 -2.84124
H 4.63971 -5.11338 -1.48196
H 7.70351 -7.13088 -2.59246
H 8.67790 -6.73791 -4.02898
H 6.93880 -6.66717 -4.13463
O -2.10042 7.27416 2.25949
C -3.17048 6.80162 1.94520
O -4.29204 7.53517 2.07235
C -5.56909 7.15304 1.54035
C -6.31541 6.25608 2.50677
C -3.28327 5.37070 1.50379
H -5.46378 6.70657 0.54822
H -6.13123 8.07935 1.40302
H -5.77946 5.32113 2.68406
H -7.30883 6.01735 2.12105
H -6.42358 6.74765 3.47639
H -3.35805 4.72852 2.38268
H -2.38224 5.11048 0.94412
H -4.12054 5.18006 0.83573
*
```